Formula: C48H120N8O16
Source: the OMol25 dataset
Level of theory: wB97M-V/def2-TZVPD

Summary:
- LUMO energy (hartree) = 0.0225
- E_HOMO (eV) = -8.257
- structure (SMILES) = COCCNCCOC.COCCNCCOC.COCCNCCOC.COCCNCCOC.COCCNCCOC.COCCNCCOC.COCCNCCOC.COCCNCCOC
- DFT total energy (eV) = -96388.7600
- energy above the lowest of the compared OMol25 structures with the same formula, charge and spin (kJ/mol) = 383.84
- frontier orbital gap (eV) = 8.870

The geometry in ORCA input format:
```
! wB97M-V def2-TZVPD RIJCOSX def2/J DEFGRID3
* xyz 0 1
C 5.412 -0.493 0.262
O 5.101 0.556 1.110
C 5.616 1.835 0.741
C 5.368 2.815 1.916
N 5.485 4.230 1.570
C 6.803 4.634 1.205
C 6.690 6.051 0.766
O 7.993 6.640 0.581
C 7.878 7.896 -0.192
H 5.202 -1.463 0.712
H 6.476 -0.522 0.028
H 4.887 -0.312 -0.677
H 4.967 2.176 -0.066
H 6.612 1.795 0.300
H 6.089 2.642 2.715
H 4.328 2.565 2.125
H 4.997 4.793 2.252
H 7.224 4.019 0.410
H 7.516 4.580 2.027
H 6.293 6.649 1.586
H 6.017 6.147 -0.086
H 7.222 7.742 -1.049
H 8.847 8.186 -0.598
H 7.524 8.737 0.405
C -3.934 -3.980 -1.540
O -3.028 -3.654 -2.578
C -3.663 -3.181 -3.761
C -2.633 -2.893 -4.823
N -3.130 -2.202 -6.051
C -2.011 -1.992 -6.870
C -2.392 -1.165 -8.105
O -2.781 0.139 -7.690
C -3.100 1.061 -8.721
H -4.667 -4.730 -1.836
H -4.409 -3.044 -1.246
H -3.418 -4.380 -0.666
H -4.249 -2.310 -3.466
H -4.336 -3.924 -4.189
H -2.213 -3.846 -5.144
H -1.895 -2.208 -4.405
H -3.462 -1.295 -5.756
H -1.515 -2.874 -7.274
H -1.269 -1.340 -6.408
H -3.173 -1.651 -8.690
H -1.472 -1.082 -8.683
H -2.481 0.936 -9.609
H -2.973 2.071 -8.332
H -4.143 1.017 -9.036
C -4.582 -2.709 5.746
O -4.173 -1.386 5.630
C -4.847 -0.503 6.545
C -4.168 0.866 6.448
N -4.145 1.292 5.073
C -3.738 2.669 4.913
C -2.207 2.828 5.149
O -1.569 2.712 3.827
C -0.170 2.988 3.857
H -5.635 -2.974 5.646
H -4.316 -3.023 6.755
H -4.114 -3.477 5.130
H -4.721 -0.805 7.584
H -5.913 -0.469 6.317
H -3.155 0.827 6.850
H -4.731 1.568 7.063
H -3.564 0.644 4.561
H -4.361 3.267 5.579
H -4.004 2.975 3.901
H -1.763 2.150 5.877
H -2.120 3.897 5.343
H 0.359 2.951 2.904
H 0.362 2.379 4.588
H 0.041 4.008 4.178
C 5.368 -1.162 -5.130
O 5.238 -0.622 -3.838
C 4.301 0.432 -3.752
C 2.842 0.006 -4.115
N 2.353 -1.048 -3.176
C 1.197 -1.699 -3.733
C 1.198 -3.130 -3.216
O 2.450 -3.765 -3.600
C 2.595 -5.000 -2.892
H 5.397 -0.408 -5.916
H 4.551 -1.871 -5.264
H 6.384 -1.497 -5.339
H 4.616 1.265 -4.381
H 4.428 0.789 -2.730
H 2.802 -0.384 -5.132
H 2.164 0.858 -4.074
H 3.032 -1.776 -3.007
H 1.193 -1.741 -4.822
H 0.243 -1.277 -3.419
H 0.322 -3.681 -3.560
H 1.090 -3.093 -2.132
H 3.567 -5.425 -3.143
H 1.844 -5.714 -3.231
H 2.507 -5.041 -1.807
C -6.314 -2.772 1.500
O -6.480 -1.331 1.462
C -6.846 -0.769 2.744
C -7.014 0.764 2.578
N -5.796 1.588 2.527
C -5.098 1.406 1.251
C -3.710 2.183 1.084
O -3.264 1.831 -0.212
C -1.995 2.283 -0.453
H -6.209 -3.111 0.470
H -7.230 -3.267 1.823
H -5.428 -3.090 2.049
H -6.138 -1.005 3.538
H -7.766 -1.203 3.136
H -7.603 1.201 3.384
H -7.754 0.905 1.791
H -5.232 1.278 3.305
H -5.739 1.621 0.396
H -4.844 0.349 1.173
H -3.124 1.827 1.932
H -3.869 3.260 1.145
H -1.321 2.162 0.395
H -2.036 3.347 -0.686
H -1.644 1.745 -1.334
C 1.722 -8.155 -0.497
O 0.654 -8.647 0.310
C -0.559 -8.000 -0.107
C -0.664 -6.468 0.158
N -0.394 -6.064 1.528
C -0.676 -4.646 1.774
C -0.244 -4.260 3.215
O 1.149 -4.441 3.401
C 1.588 -3.913 4.636
H 1.509 -8.127 -1.565
H 2.502 -8.917 -0.480
H 2.151 -7.259 -0.047
H -1.319 -8.646 0.333
H -0.671 -8.246 -1.162
H -1.631 -6.170 -0.246
H 0.076 -5.970 -0.468
H 0.610 -6.111 1.622
H -1.699 -4.390 1.499
H 0.026 -4.082 1.159
H -0.692 -4.944 3.935
H -0.486 -3.201 3.315
H 1.413 -4.509 5.532
H 1.288 -2.891 4.866
H 2.669 -3.988 4.520
C 1.510 2.593 -2.280
O 1.260 3.618 -1.381
C 1.580 3.468 0.035
C 1.245 4.708 0.894
N 1.234 5.963 0.119
C 2.572 6.453 0.143
C 2.785 7.618 -0.891
O 2.832 6.985 -2.172
C 3.067 7.988 -3.185
H 1.124 2.917 -3.247
H 0.960 1.706 -1.965
H 2.557 2.316 -2.401
H 2.656 3.440 0.205
H 1.110 2.630 0.549
H 1.877 4.831 1.773
H 0.236 4.595 1.292
H 1.062 5.854 -0.870
H 3.308 5.716 -0.180
H 2.795 6.736 1.171
H 3.734 8.101 -0.659
H 2.007 8.378 -0.822
H 3.761 8.758 -2.849
H 2.147 8.526 -3.414
H 3.419 7.533 -4.111
C -2.906 -1.592 2.626
O -2.347 -2.240 1.515
C -2.396 -1.423 0.277
C -1.270 -1.917 -0.641
N 0.003 -1.795 0.042
C 0.619 -0.443 0.021
C 1.684 -0.263 1.095
O 0.986 -0.238 2.335
C 1.940 -0.279 3.411
H -2.939 -2.244 3.499
H -3.948 -1.302 2.487
H -2.367 -0.702 2.949
H -2.237 -0.391 0.591
H -3.368 -1.470 -0.216
H -1.235 -1.396 -1.598
H -1.455 -2.961 -0.892
H -0.373 -1.932 0.969
H -0.118 0.351 0.140
H 1.122 -0.332 -0.940
H 2.115 0.730 0.961
H 2.492 -0.985 0.982
H 2.752 0.420 3.210
H 2.362 -1.266 3.597
H 1.532 0.023 4.376
*
```

Atom charges from the Löwdin analysis, given in e for atoms 1 to 6: C -0.1205; O -0.2119; C -0.2034; C -0.1766; N -0.0781; C -0.2305